Here is a cluster of 6 separate species, C30H57F9O15 in total at a distorted geometry from OMol25. Energies are from the ωB97M-V functional and the def2-TZVPD basis.

Properties
Energy above the lowest of the compared OMol25 structures with the same formula, charge and spin (eV): 1.319
Energy (eV): -87186.72439
Highest occupied orbital energy (alpha / beta) (eV): -11.1 / -11.1
E_LUMO (alpha / beta) (eV): -2.17 / -8.55
Total charge: +1
Multiplicity: 2

Each line ends with the Mulliken spin population.
Geometry (Å):
C  5.852  -14.090  8.843  0.04
O  4.463  -14.081  9.174  0.50
C  3.667  -15.043  8.496  0.07
C  2.153  -14.926  8.879  0.02
O  1.559  -13.874  8.136  0.15
C  2.045  -12.539  8.523  0.01
C  1.129  -11.351  8.123  0.02
O  0.718  -11.213  6.723  0.05
C  0.016  -12.317  6.185  0.01
H  6.164  -15.060  9.229  0.04
H  6.335  -13.254  9.348  0.00
H  6.126  -14.039  7.789  0.01
H  4.061  -16.033  8.723  0.03
H  3.777  -14.912  7.419  0.01
H  2.009  -14.909  9.960  0.01
H  1.657  -15.830  8.526  0.00
H  2.965  -12.249  8.016  0.04
H  2.264  -12.354  9.575  0.00
H  1.633  -10.392  8.250  0.00
H  0.295  -11.175  8.802  0.01
H  -0.953  -12.452  6.666  0.00
H  0.498  -13.276  6.377  0.00
H  -0.250  -12.236  5.132  0.00
C  5.865  -15.381  4.216  0.00
O  5.859  -15.473  5.662  0.00
C  6.305  -16.714  6.120  0.00
C  5.269  -17.882  6.070  0.00
O  5.194  -18.374  4.830  0.00
C  4.085  -19.293  4.610  0.00
C  2.690  -18.539  4.683  0.00
O  2.174  -18.540  6.000  0.00
C  1.097  -17.606  6.145  0.00
H  5.432  -14.426  3.917  0.00
H  5.277  -16.184  3.772  0.00
H  6.932  -15.444  4.000  0.00
H  6.693  -16.488  7.113  0.00
H  7.262  -16.964  5.661  0.00
H  4.339  -17.569  6.545  0.00
H  5.703  -18.637  6.725  0.00
H  4.129  -20.190  5.227  0.00
H  4.074  -19.731  3.612  0.00
H  1.964  -19.118  4.113  0.00
H  2.819  -17.603  4.140  0.00
H  1.529  -16.640  5.884  0.00
H  0.747  -17.414  7.159  0.00
H  0.202  -17.809  5.556  0.00
C  9.296  -15.812  8.724  0.00
O  8.965  -14.420  8.724  0.00
C  9.894  -13.445  8.137  0.00
C  11.154  -13.272  9.065  0.00
O  11.736  -11.956  9.006  0.00
C  12.569  -11.825  7.843  0.00
C  13.339  -10.575  7.958  0.00
O  14.307  -10.570  9.017  0.00
C  13.724  -10.603  10.372  0.00
H  10.190  -16.144  9.250  0.00
H  9.221  -16.177  7.699  0.00
H  8.397  -16.362  9.005  0.00
H  9.401  -12.488  7.967  0.00
H  10.219  -13.752  7.143  0.00
H  11.823  -14.122  8.927  0.00
H  10.991  -13.449  10.128  0.00
H  11.948  -11.801  6.947  0.00
H  13.241  -12.682  7.797  0.00
H  12.763  -9.700  8.259  0.00
H  13.722  -10.264  6.986  0.00
H  12.863  -9.963  10.565  0.00
H  14.543  -10.349  11.045  0.00
H  13.374  -11.566  10.745  0.00
C  0.833  -15.473  3.169  0.00
C  0.226  -14.249  2.375  0.00
O  1.030  -13.086  2.606  0.00
C  2.103  -12.897  1.768  0.00
O  2.303  -13.477  0.738  0.00
C  2.921  -11.604  2.041  0.00
F  3.855  -12.033  2.935  0.00
F  3.460  -11.044  0.927  0.00
F  2.088  -10.634  2.562  0.00
H  0.331  -15.493  4.136  0.00
H  1.910  -15.313  3.229  0.00
H  0.702  -16.481  2.776  0.00
H  -0.793  -14.046  2.705  0.00
H  0.103  -14.494  1.320  0.00
C  12.357  -19.632  0.305  0.00
C  12.068  -20.276  1.659  0.00
O  11.141  -19.408  2.401  0.00
C  10.943  -19.696  3.708  0.00
O  11.299  -20.699  4.330  0.00
C  10.091  -18.507  4.363  0.00
F  10.634  -18.228  5.521  0.00
F  10.058  -17.446  3.591  0.00
F  8.843  -18.913  4.508  0.00
H  11.505  -19.653  -0.374  0.00
H  13.152  -20.252  -0.109  0.00
H  12.770  -18.631  0.432  0.00
H  13.004  -20.309  2.217  0.00
H  11.654  -21.268  1.482  0.00
C  -3.879  -21.228  6.887  0.00
C  -2.774  -21.472  7.929  0.00
O  -2.080  -20.299  8.354  0.00
C  -0.885  -20.531  9.088  0.00
O  -0.561  -21.669  9.492  0.00
C  -0.104  -19.289  9.319  0.00
F  0.295  -19.347  10.546  0.00
F  0.949  -19.424  8.499  0.00
F  -0.719  -18.111  9.055  0.00
H  -4.627  -22.017  6.817  0.00
H  -3.587  -21.295  5.839  0.00
H  -4.372  -20.266  7.031  0.00
H  -2.105  -22.253  7.567  0.00
H  -3.222  -21.843  8.850  0.00